Entry 1:
Molecular formula: C31H41N3O3SSe2Si2Ta
Method: DFT, ωB97M-V with the def2-TZVPD basis set

```
84
Properties=species:S:1:pos:R:3:mulliken_charge:R:1
Ta -0.473 -0.367 0.934 -0.7063
Se -2.095 -3.376 -0.663 0.3117
Se -0.081 -2.772 2.749 0.1242
S 0.688 1.489 -0.598 -0.3339
Si 3.177 -2.778 -1.524 -0.1128
Si -0.209 3.538 -3.357 0.3742
O 0.964 0.347 2.233 -0.3890
O -2.224 -1.099 1.574 -0.1833
O 0.671 4.406 3.407 -0.6940
N -1.585 0.425 -0.860 -0.1681
N -0.420 2.138 2.672 -0.9798
N -1.328 1.231 2.243 0.2364
C -5.021 1.004 2.887 -0.9652
C -2.613 1.601 2.498 -0.3348
C 2.925 -2.091 -3.305 -0.9138
C 1.171 2.468 -4.002 -1.0280
C -3.668 0.667 2.409 0.5404
C -3.419 -0.664 2.059 0.8495
C 3.363 -4.640 -1.344 -1.0894
C -0.951 -4.505 0.436 -0.0545
C 0.612 -1.695 -0.161 1.8956
C 1.616 -2.246 -0.690 -0.0684
C -3.317 0.851 -2.418 -1.4815
C 1.988 2.426 2.895 0.2842
C 4.400 2.653 2.927 -0.6855
C -0.830 1.496 -1.382 0.0749
C 0.387 4.845 -2.205 -1.0570
C 1.752 -3.321 2.451 -0.3746
C 3.019 4.531 3.570 -0.4973
C 1.881 3.789 3.279 0.3439
C -2.586 1.955 -2.921 0.1582
C 3.279 1.846 2.790 -0.5958
C -2.797 0.088 -1.371 -0.4526
C 0.781 1.606 2.697 0.6223
C -1.591 -4.045 -2.464 -0.8785
C -1.333 4.383 -4.631 -1.2296
C -1.000 -4.322 1.937 -0.7829
C -5.949 0.005 3.050 -0.5431
C -4.383 -1.667 2.221 -0.5161
C -1.308 2.293 -2.440 0.3965
C 4.628 -2.037 -0.591 -1.1418
C 4.293 4.013 3.368 -0.4329
C -5.622 -1.361 2.775 -0.6809
H -1.677 3.721 -5.409 0.3558
H 3.331 0.792 2.529 0.4414
H 3.929 -4.953 -2.214 0.4334
H 0.715 1.674 -4.624 0.2886
H 1.851 -3.807 1.447 -0.0177
H 2.081 -3.974 3.265 0.4719
H 1.859 2.962 -4.702 0.4837
H -4.135 -2.679 1.972 0.2985
H 4.501 -0.966 -0.531 0.2889
H -4.287 0.601 -2.835 0.4290
H -1.881 -5.104 -2.616 0.3408
H 0.036 3.630 3.190 0.6657
H 1.715 1.993 -3.204 0.2745
H 5.220 4.618 3.390 0.3597
H -0.542 -3.828 -2.645 0.1079
H -5.277 2.084 3.043 0.3623
H 3.782 -2.126 -3.988 0.3949
H 2.281 -2.374 2.474 -0.0152
H -0.863 5.291 -5.021 0.3354
H -2.175 -3.419 -3.149 0.3374
H 1.212 4.533 -1.575 0.3183
H -0.430 5.157 -1.539 0.3270
H 2.847 5.576 3.857 0.3804
H 5.402 2.219 2.800 0.3837
H 4.732 -2.451 0.378 0.3764
H -0.644 -5.271 2.376 0.5549
H 0.015 -4.232 0.061 -0.4845
H 2.415 -5.197 -1.350 0.3092
H -6.981 0.250 3.396 0.3656
H -2.986 2.555 -3.771 0.3320
H 5.556 -2.215 -1.076 0.4376
H -1.221 -5.556 0.169 0.5391
H 3.934 -4.913 -0.496 0.3302
H 2.095 -2.565 -3.831 0.3193
H -2.006 -4.240 2.280 0.3996
H 2.631 -1.029 -3.279 0.1585
H -6.344 -2.132 3.065 0.4149
H -2.713 2.635 2.884 0.4436
H 0.723 5.689 -2.775 0.3880
H -3.252 -0.779 -0.946 0.8427
H -2.240 4.723 -4.134 0.3863
```

As for the charge: +1. As for the multiplicity: 1.



Entry 2:
Molecular formula: C15H29CsF2N2O4S2
Method: DFT, ωB97M-V with the def2-TZVPD basis set

```
55
Properties=species:S:1:pos:R:3:mulliken_charge:R:1
Cs 0.691 1.257 -2.134 1.0643
S 3.531 0.090 -2.202 1.1731
S 4.856 -0.601 -0.788 -0.7248
F -4.235 1.657 0.200 -0.2953
F -4.518 0.152 -1.398 -0.3026
O 4.122 -0.073 -3.529 -0.7324
O 2.254 -0.679 -2.102 -0.7878
O -1.529 2.292 -2.413 -0.6745
O 3.235 1.512 -1.908 -0.8330
N 2.145 0.275 1.301 0.2914
N -1.468 2.229 1.667 -0.4603
C -1.159 -2.491 0.743 0.8536
C 0.182 -2.748 1.027 -0.5140
C 2.433 0.909 2.574 -0.8354
C -3.554 0.844 -0.692 1.4825
C 0.669 -2.973 -1.303 -0.8476
C -0.660 -2.738 -1.615 0.7289
C -1.568 -2.500 -0.583 -0.5553
C 1.220 1.716 3.046 -0.4832
C -0.554 3.307 2.053 -0.6899
C 1.109 -2.981 0.019 0.9201
C -1.108 -2.669 -3.051 -1.4895
C 0.881 2.808 2.036 -0.4297
C 2.568 -3.178 0.320 -1.3576
C -2.128 -2.165 1.849 -1.6677
C -2.080 3.339 -3.103 -0.8261
H 1.399 2.142 4.041 0.3196
H 2.975 0.074 0.740 -0.1139
H 2.735 -3.300 1.392 0.2834
H 1.627 -0.587 1.409 -0.2132
H 1.396 -3.075 -2.099 0.2613
H -3.047 -2.750 1.763 0.3859
H -2.700 3.036 -3.976 0.2081
H -1.317 4.034 -3.526 0.1802
H -0.825 3.652 3.058 0.3353
H 2.954 -4.061 -0.194 0.4502
H -0.629 4.173 1.382 0.3597
H -2.995 0.113 -0.104 -0.5412
H 1.080 2.351 1.064 0.1047
H -0.256 -2.736 -3.727 0.3468
H -2.748 3.997 -2.500 0.1704
H 0.367 1.037 3.140 0.2839
H 2.738 0.203 3.363 0.3381
H -2.940 1.456 -1.372 -0.3377
H 3.281 1.583 2.422 0.3973
H 3.154 -2.321 -0.035 0.0519
H -1.146 1.840 0.785 0.1288
H 1.567 3.654 2.148 0.3359
H -2.606 -2.286 -0.825 0.4926
H -2.411 -1.109 1.831 0.2666
H -1.618 -1.725 -3.258 0.2937
H -2.394 2.590 1.474 0.2229
H 0.519 -2.735 2.060 0.2459
H -1.689 -2.364 2.827 0.3841
H -1.804 -3.477 -3.294 0.3513
```

As for the charge: -2. As for the multiplicity: 1.



What are the LUMO values for these records? In order: -0.1525, 0.1485 Eh.
What are the gap between HOMO and LUMO values for these records? In order: 0.230, 0.193 Ha.